Molecular formula: H18O9
Method: DFT, ωB97M-V/def2-TZVPD

Last columns: bonded neighbours and bond lengths (Å).
Geometry (Å):
1 O 1.825 -2.816 -3.408  H2 0.961, H3 0.966
2 H 1.826 -1.864 -3.534  O1 0.961
3 H 1.016 -3.010 -2.916  O1 0.966
4 O -1.155 -2.471 -1.402  H5 0.964, H6 0.968
5 H -1.258 -2.280 -0.462  O4 0.964
6 H -1.002 -1.559 -1.687  O4 0.968
7 O 3.750 1.004 -1.025  H8 0.955, H9 0.953
8 H 4.030 0.122 -0.789  O7 0.955
9 H 3.943 1.275 -1.919  O7 0.953
10 O -2.753 2.752 -0.463  H11 0.952, H12 0.962
11 H -2.396 1.920 -0.759  O10 0.952
12 H -3.697 2.616 -0.341  O10 0.962
13 O -1.628 -0.365 0.859  H14 0.962, H15 0.964
14 H -0.679 -0.507 0.925  O13 0.962
15 H -2.061 -0.242 1.711  O13 0.964
16 O -0.317 3.680 -1.667  H17 0.964, H18 0.971
17 H -1.181 3.354 -1.388  O16 0.964
18 H -0.314 4.648 -1.738  O16 0.971
19 O 0.261 1.142 3.702  H20 0.969, H21 0.966
20 H 0.471 0.201 3.610  O19 0.969
21 H 0.109 1.468 2.806  O19 0.966
22 O 1.979 -0.809 0.281  H23 0.958, H24 0.964
23 H 2.360 -1.686 0.334  O22 0.958
24 H 2.347 -0.438 -0.530  O22 0.964
25 O -1.950 -1.801 3.233  H26 0.950, H27 0.950
26 H -1.296 -2.027 2.583  O25 0.950
27 H -2.233 -2.308 3.985  O25 0.950

Computed properties:
- calculated total energy (eV) = -18707.5248
- total charge = +1
- energy relative to the best compared isomer or geometry (same formula, charge and spin) (kcal/mol) = 57.2
- multiplicity = 2
- HOMO (spin up / spin down) (Ha) = -0.534 / -0.506
- molar mass (g/mol) = 162.14